C31H71FN4O6P | ωB97M-V with the def2-TZVPD basis set

The calculation puts the LUMO energy at -0.100 Eh. As for the total energy: -63527.9824 eV. Its net charge is +1.

Last columns: bonded neighbours and bond lengths (Å).
Element x y z (Å)
1 P -5.304 -1.337 0.716  C27 1.907, C32 1.897, C41 1.890
2 F -2.485 -1.769 -2.393  C37 1.502
3 O -2.367 4.345 -1.901  C31 1.362
4 O 8.414 -2.909 0.474  C14 1.471, C42 1.471
5 O 1.090 -0.652 -5.036  C16 1.420, H107 0.973
6 O -2.420 -0.521 1.809  C18 1.471, C33 1.501
7 O 6.348 -1.417 -4.888  C40 1.420, H69 0.973
8 O 0.227 6.378 2.774  C22 1.420, H63 0.973
9 N -3.745 0.641 -0.758  N12 1.377, C21 1.546, C41 1.499, H97 1.067
10 N -1.402 -2.082 4.317  C39 1.517, H52 1.047, H89 1.057
11 N -3.099 2.918 -0.065  C21 1.497, C23 1.491, C31 1.504
12 N -4.915 1.345 -0.937  N9 1.377, H77 1.065, H109 1.040
13 C -0.444 3.837 -0.307  C31 1.638, H48 1.174, H64 1.171, H78 1.194
14 C 7.660 -3.037 1.731  O4 1.471, H56 1.187, H73 1.173, H108 1.184
15 C 4.719 -0.632 -0.287  C17 1.656, C24 1.671, H75 1.173, H111 1.192
16 C -0.080 -0.868 -5.812  O5 1.420, C29 1.515, H74 1.094, H102 1.094
17 C 6.092 -1.396 -0.808  C15 1.656, C35 1.644, H68 1.182, H96 1.175
18 C -2.656 0.923 1.658  O6 1.471, C21 1.627, C34 1.674, H62 1.168
19 C 1.084 0.415 3.001  C36 1.647, C43 1.657, H45 1.178, H49 1.182
20 C -4.900 -1.231 -2.911  C37 1.637, H47 1.194, H72 1.170, H81 1.190
21 C -2.788 1.467 0.130  N9 1.546, N11 1.497, C18 1.627, H92 1.197
22 C -1.041 5.924 3.225  O8 1.420, C38 1.515, H82 1.094, H98 1.094
23 C -3.759 3.615 1.075  N11 1.491, H60 1.193, H71 1.194, H114 1.193
24 C 4.176 -1.242 1.171  C15 1.671, C26 1.659, H66 1.172, H95 1.189
25 C 4.104 -1.269 -5.739  C40 1.515, H51 1.095, H67 1.095, H85 1.094
26 C 2.529 -1.046 1.147  C24 1.659, C43 1.640, H61 1.194, H88 1.171
27 C -6.650 -2.324 -0.207  P1 1.907, H59 1.177, H70 1.194, H90 1.193
28 C -2.855 -3.194 2.390  C30 1.646, C39 1.672, H86 1.170, H110 1.194
29 C -1.175 0.082 -5.372  C16 1.515, H79 1.095, H84 1.094, H94 1.095
30 C -2.389 -2.813 0.858  C28 1.646, C33 1.637, H50 1.165, H100 1.194
31 C -2.015 3.705 -0.750  O3 1.362, N11 1.504, C13 1.638
32 C -5.994 0.020 1.848  P1 1.897, H76 1.169, H106 1.194, H113 1.192
33 C -2.479 -1.222 0.484  O6 1.501, C30 1.637, C41 1.674, H46 1.194
34 C -1.294 1.649 2.306  C18 1.674, C36 1.639, H80 1.173, H101 1.193
35 C 7.365 -0.584 -0.158  C17 1.644, C42 1.641, H57 1.180, H112 1.189
36 C 0.107 0.970 1.796  C19 1.647, C34 1.639, H54 1.193, H99 1.175
37 C -3.847 -1.728 -1.762  F2 1.502, C20 1.637, C41 1.667, H105 1.194
38 C -0.880 5.125 4.502  C22 1.515, H65 1.095, H93 1.095, H104 1.094
39 C -1.565 -3.314 3.448  N10 1.517, C28 1.672, H58 1.191, H83 1.174
40 C 5.398 -0.532 -5.465  O7 1.420, C25 1.515, H44 1.094, H103 1.094
41 C -3.854 -0.804 -0.374  P1 1.890, N9 1.499, C33 1.674, C37 1.667
42 C 8.692 -1.506 0.126  O4 1.471, C35 1.641, H53 1.177, H91 1.187
43 C 1.838 -1.014 2.634  C19 1.657, C26 1.640, H55 1.192, H87 1.178
44 H 5.229 0.291 -4.764  C40 1.094
45 H 0.560 0.339 4.053  C19 1.178
46 H -1.499 -0.984 -0.157  C33 1.194
47 H -4.394 -0.292 -3.446  C20 1.194
48 H 0.085 2.830 -0.598  C13 1.174
49 H 1.947 1.215 3.119  C19 1.182
50 H -2.943 -3.544 0.141  C30 1.165
51 H 4.273 -2.108 -6.423  C25 1.095
52 H -2.274 -2.040 4.894  N10 1.047
53 H 9.399 -1.386 -0.807  C42 1.177
54 H 0.722 1.819 1.225  C36 1.193
55 H 2.733 -1.103 3.417  C43 1.192
56 H 8.222 -3.789 2.455  C14 1.187
57 H 7.630 0.298 -0.896  C35 1.180
58 H -1.849 -4.220 4.167  C39 1.191
59 H -7.269 -1.603 -0.902  C27 1.177
60 H -3.009 4.114 1.856  C23 1.193
61 H 2.058 -1.985 0.581  C26 1.194
62 H -3.526 1.196 2.389  C18 1.168
63 H 0.779 5.593 2.615  O8 0.973
64 H -0.265 4.183 0.798  C13 1.171
65 H -0.411 5.734 5.281  C38 1.095
66 H 4.443 -2.376 1.301  C24 1.172
67 H 3.698 -1.691 -4.814  C25 1.095
68 H 6.004 -2.521 -0.459  C17 1.182
69 H 6.498 -2.139 -5.522  O7 0.973
70 H -6.210 -3.221 -0.860  C27 1.194
71 H -4.376 4.532 0.625  C23 1.194
72 H -5.964 -0.933 -2.525  C20 1.170
73 H 6.613 -3.501 1.476  C14 1.173
74 H 0.172 -0.701 -6.863  C16 1.094
75 H 4.854 0.530 -0.193  C15 1.173
76 H -6.180 1.065 1.357  C32 1.169
77 H -4.769 1.918 -1.823  N12 1.065
78 H 0.057 4.671 -0.999  C13 1.194
79 H -0.850 1.121 -5.481  C29 1.095
80 H -1.286 2.812 2.155  C34 1.173
81 H -4.940 -2.089 -3.734  C20 1.190
82 H -1.498 5.317 2.437  C22 1.094
83 H -0.598 -3.631 2.862  C39 1.174
84 H -2.082 -0.069 -5.963  C29 1.094
85 H 3.360 -0.600 -6.179  C25 1.094
86 H -3.727 -2.541 2.817  C28 1.170
87 H 1.147 -1.946 2.834  C43 1.178
88 H 2.317 -0.107 0.480  C26 1.171
89 H -0.568 -2.302 4.930  N10 1.057
90 H -7.431 -2.768 0.578  C27 1.193
91 H 9.236 -1.029 1.066  C42 1.187
92 H -1.705 1.311 -0.355  C21 1.197
93 H -0.228 4.260 4.338  C38 1.095
94 H -1.415 -0.068 -4.314  C29 1.095
95 H 4.667 -0.584 2.030  C24 1.189
96 H 6.062 -1.378 -1.982  C17 1.175
97 H -3.260 0.655 -1.708  N9 1.067
98 H -1.675 6.798 3.398  C22 1.094
99 H -0.014 0.098 1.020  C36 1.175
100 H -1.232 -3.103 0.793  C30 1.194
101 H -1.385 1.455 3.480  C34 1.193
102 H -0.393 -1.910 -5.693  C16 1.094
103 H 5.818 -0.119 -6.387  C40 1.094
104 H -1.849 4.771 4.865  C38 1.094
105 H -4.131 -2.867 -1.545  C37 1.194
106 H -7.063 -0.355 2.225  C32 1.194
107 H 0.857 -0.812 -4.105  O5 0.973
108 H 7.504 -2.005 2.291  C14 1.184
109 H -5.742 0.759 -1.168  N12 1.040
110 H -3.284 -4.307 2.328  C28 1.194
111 H 3.818 -0.805 -1.048  C15 1.192
112 H 7.005 -0.099 0.866  C35 1.189
113 H -5.335 0.070 2.840  C32 1.192
114 H -4.579 2.955 1.637  C23 1.193